19
Properties=species:S:1:pos:R:3:forces:R:3:mulliken_charge:R:1 method="wB97M-V/def2-TZVPD" gap_ha=0.3622 de_lowest_kj_mol=482.41 lumo_ev=0.58
C 2.8162 0.2005 -0.2543 1.0 -1.6 0.6 -0.2918
N 1.9224 -0.3275 0.4622 -0.4 -0.5 -0.2 -0.4592
C 0.6486 0.3678 0.4947 0.0 -0.1 1.6 0.1857
C -0.6652 -0.3863 0.2590 -1.3 2.0 -1.1 -0.9147
C -0.9170 -0.6169 -1.2214 1.5 -0.4 2.9 -0.6741
N -1.9885 -0.4425 -1.8650 -1.6 1.6 0.8 0.8326
O -2.1855 -0.4789 -3.0454 0.1 -1.0 -3.7 -0.7671
O -3.1230 0.0336 -1.2117 -0.4 0.0 1.2 -0.4627
C 0.4668 0.8060 1.9489 -1.9 2.0 -1.2 0.2428
O -0.2143 1.7918 2.1687 1.2 -0.8 0.3 -0.5681
O 0.9166 0.0230 2.8851 0.5 -2.2 1.2 -0.4654
H 2.5707 0.9797 -0.9500 0.3 0.7 -0.3 0.2831
H 3.8493 -0.2324 -0.1500 -1.0 0.6 -0.5 0.2669
H 0.7136 1.2659 -0.0607 -0.3 1.0 -0.8 0.6283
H -0.5912 -1.2499 0.7904 0.5 -3.3 1.0 0.5383
H -1.5044 0.0539 0.8827 0.8 0.3 -1.5 0.4204
H -0.0728 -1.0072 -1.7459 0.1 0.0 -0.7 0.4373
H -3.7625 0.1280 -1.9594 0.8 -0.2 0.5 0.3586
H 1.1205 -0.9087 2.5720 0.1 1.8 0.1 0.4092